DFT (ωB97M-V/def2-TZVPD) results for a 8-piece molecular cluster, C33H60Br14ClNO4 overall in a non-equilibrium geometry.

XYZ file:
```
113
C33H60Br14ClNO4 ωB97M-V/def2-TZVPD
Br 7.06917 -1.72825 -11.35876
H 7.59532 -4.04957 -12.01134
Br 5.68640 -3.04141 -2.51326
C -1.81794 1.28134 1.66620
H 3.22985 2.27334 -0.31954
C 2.32442 -2.14823 1.68184
Br -3.33375 -6.94178 -1.76634
H 1.57080 0.43082 6.71677
H -4.52942 -4.84401 -2.28265
H -5.92599 1.91578 2.94919
H 9.20904 -4.73570 -10.32666
H -3.62113 2.18925 0.71865
H 5.14289 -1.21106 -6.35814
H -7.73970 0.52450 2.62382
C 1.16355 1.43830 6.70885
H 4.43724 -1.37143 -0.98367
H 4.78683 0.62621 -0.08434
H -5.91976 1.80766 1.16549
C 0.20479 1.45839 0.00444
Br -0.67196 1.29079 6.07369
H 3.59399 -3.27840 0.30749
Cl -8.52310 0.40440 -0.05669
H 2.91113 2.63433 6.36779
H 0.26278 -2.73527 3.68299
Br 7.12586 -2.67242 -6.73415
H 3.50392 -4.23605 -2.42538
H 1.08339 1.80266 7.73201
C 8.22573 -3.28311 -11.56301
H 8.00286 -3.76884 -9.45393
C -6.15345 -2.03910 -0.44201
H 1.43542 0.69884 1.61481
C 2.73488 1.29901 -0.13343
C -4.57646 -5.81939 -2.76433
H -2.68824 5.33124 2.00288
H -3.39390 2.59634 2.45605
C -2.27952 5.84674 2.86896
C 4.27995 -4.20387 -3.18625
H 2.67126 -1.15756 -0.86583
C 2.33277 -3.07483 2.95508
Br -0.47488 9.04380 4.22590
H 1.43973 -2.33398 1.04560
H -0.05736 10.11360 6.40987
H 4.58301 -3.44959 -5.20295
H 9.00803 -3.00551 -12.26422
C 1.53570 1.49349 0.85639
C 6.79802 0.17286 -6.64637
C -3.29310 1.78645 1.69906
H -4.09252 0.46784 3.24346
H 0.35932 -3.74845 2.23108
Br -3.61195 8.71120 6.13379
H -6.26849 -6.69653 -1.71491
O -6.15575 -0.70317 -0.13370
C 8.75981 -3.74783 -10.23433
H 4.48355 -2.21782 1.48437
H 5.74286 -1.08916 -8.02541
H 0.81365 -4.48533 3.78209
C -3.33675 6.45283 3.75252
H -6.69221 -5.62682 -3.06496
Br 10.19322 -2.59484 -9.60060
C 1.97145 2.39665 5.87101
C -9.08418 -3.38768 -0.09914
H -1.35375 7.88485 6.78556
H 4.73851 -5.18786 -3.27299
H 2.31741 0.90783 -1.08101
C -5.74825 1.23431 2.09588
H 3.03535 -3.92143 2.86251
Br -6.19231 -7.89539 -3.89832
H -0.51579 3.01834 1.41976
C -0.92544 2.21659 0.77341
H -0.04032 0.39085 -0.16631
H 2.32958 -1.11240 2.07961
H -2.96825 6.72882 4.73524
O -5.80459 -2.58750 -1.38357
Br -4.82089 5.22030 4.03081
C 3.61044 -1.16467 -0.27245
H -6.49926 -0.72276 2.88407
C -0.99410 9.84979 5.92123
H -1.57741 6.60902 2.53521
Br 2.61000 -2.18742 -4.35105
H 2.59620 -2.47204 3.84858
H -4.18724 -5.73889 -3.77565
H -4.16722 -0.26933 1.60957
C 3.61118 -2.28865 0.80641
C 0.85008 -3.54414 3.20389
C 6.02971 -1.08038 -6.97443
C -7.74801 -1.95397 1.07278
O -6.66086 -2.72226 0.68270
Br 2.47367 1.59981 4.16913
C -6.80918 0.09063 2.20285
H 6.25992 1.05160 -6.99862
H -1.86651 9.25500 7.78989
Br -1.20029 4.55146 3.84255
C -1.77967 8.88520 6.76944
H 1.62691 2.48214 1.34776
H -8.03443 -2.04906 2.13561
C -7.18907 -0.47268 0.81983
H -3.77885 7.32697 3.27753
O -9.00701 -2.16477 0.39043
C -4.29022 0.67629 2.16978
C -5.97802 -6.36713 -2.70851
H 3.97194 0.24838 1.43962
C 3.81969 0.27794 0.34311
H 7.80424 0.17958 -7.05716
C 3.78038 -3.73503 -4.52713
H -1.54437 10.75664 5.68562
H 3.16827 -4.50302 -4.99787
Br 6.96710 0.41360 -4.72318
N -9.00535 -4.33913 -0.68629
H 1.44355 3.31901 5.64127
H -1.40841 1.33541 2.69535
H -1.58785 2.70933 0.02777
H 0.39461 1.97229 -0.96055
H -1.78689 0.22630 1.32442
```

Values from the calculation:
- LUMO energy (eV) = 0.22
- SMILES = CCCCCCCCCCCCCCC[C@@]1(Cl)OC(=O)O[C@@H]1OC#N.BrCCBr.BrCCBr.BrCCBr.BrCCBr.BrCCBr.BrCCBr.BrCCBr
- HOMO-LUMO gap (eV) = 9.84